(1)
C30H29BF4O2S | wB97M-V/def2-TZVPD

The geometry in XYZ format:
```
67
Properties=species:S:1:pos:R:3
H -4.476 -8.019 1.226
H -5.124 -4.150 1.877
H -0.787 -0.133 3.487
C -3.473 -6.234 0.288
F 2.628 -2.363 0.212
F -0.856 0.283 -3.530
H -3.424 -2.808 5.777
C -0.860 -3.853 -2.436
C -1.581 -4.401 -1.363
H -6.019 -4.001 3.427
C -5.740 -6.734 0.024
C -1.527 -3.217 -3.490
C -5.476 -1.512 4.096
C -3.611 -3.474 -2.297
H 0.227 -3.991 -2.457
C -5.610 -3.446 2.569
H -0.971 -2.882 -4.376
H -6.413 -1.211 3.602
H -6.702 -8.633 0.113
B -2.919 -1.574 1.984
C -2.800 -2.416 4.967
H -7.310 -7.559 -1.161
H 3.262 -1.337 2.581
C 0.374 -1.762 0.730
H 0.047 -2.299 -0.155
C 1.726 -1.796 1.095
H -2.136 -4.766 3.960
H -1.747 -2.697 5.116
C -0.530 -1.053 1.521
C -3.163 -4.528 3.665
C -2.891 -2.923 -3.350
H -3.863 -5.003 4.367
O -2.358 -2.639 2.638
C -3.631 0.198 -0.489
F 1.640 -0.405 4.435
C -2.817 1.215 -2.562
C -3.827 -5.168 -0.541
H -3.307 -4.937 2.653
H -5.731 -2.080 5.001
C -2.373 -0.439 -0.276
C -4.685 -2.384 3.127
H -7.743 -7.249 0.531
H -6.444 -2.992 2.022
H -2.962 1.900 -3.393
F -4.944 1.829 -1.655
H -4.444 0.090 0.232
H -4.938 -0.584 4.360
C -6.943 -7.589 -0.129
H -1.103 -4.995 -0.578
H -2.847 -1.319 4.960
H -2.189 0.210 1.691
S -5.580 -5.184 -0.722
C -0.084 -0.600 2.789
H -3.412 -2.301 -4.076
C 2.216 -1.283 2.289
C -3.299 -3.008 3.648
C -2.994 -4.328 -1.369
C -1.719 0.365 -2.456
C -4.548 -7.107 0.623
H -4.714 -3.362 -2.246
C -1.474 -0.443 -1.343
C -1.962 -0.739 1.131
O -4.280 -1.476 2.068
C 1.260 -0.744 3.151
H -0.570 -1.030 -1.320
H -2.432 -6.382 0.573
C -3.792 1.063 -1.574
```

The SMILES is CC1(C)OB(C(c2cc(F)cc(F)c2)c2cc(F)cc(F)c2)OC1(C)C.Cc1ccc(-c2ccccc2)s1. As for the energy relative to the best compared isomer or geometry (same formula, charge and spin): 0.0 kJ/mol. Its orbital gap is 0.296 Eh. Its total energy is -58059.111 eV.

(2)
C30H29BrGeN2O6Sc | wB97M-V/def2-TZVPD

The geometry in XYZ format:
```
70
Properties=species:S:1:pos:R:3
C -2.024 5.599 1.034
H -0.278 -6.809 4.913
C -1.058 1.391 -2.401
H 1.118 -4.241 0.278
C 3.891 2.342 -0.315
Ge -0.332 2.127 -0.727
C -1.277 3.822 -0.433
H 0.449 -3.525 -1.726
C -1.082 -2.621 -0.484
C 1.297 -5.383 5.371
C -0.783 0.370 -4.579
H 0.840 1.011 -3.340
O -1.069 -1.557 2.611
H 1.122 -0.122 -0.596
H 5.312 3.364 -1.556
H -2.109 6.013 2.031
C -2.435 5.755 -1.328
C -2.160 0.248 -4.709
H -2.061 -0.367 -0.230
N 0.496 -4.148 3.038
C 1.963 3.315 -2.052
O 1.713 -5.986 6.517
H -3.102 1.615 -1.761
C 1.573 2.514 -0.977
H 1.215 3.705 -2.737
H 1.177 -6.770 6.672
H -1.675 -2.236 -1.327
H 3.585 4.242 -3.103
C -2.545 6.291 -0.053
H -2.585 -0.200 -5.599
H -0.993 3.846 1.699
C 0.244 -5.908 4.609
C -0.116 -5.258 3.454
C -0.662 0.924 0.792
C 0.796 -1.136 -0.818
C -2.440 1.266 -2.548
C -1.396 4.376 0.842
Sc 0.898 -2.134 2.298
C 3.299 3.622 -2.262
C 1.470 -3.590 3.800
N -0.291 -1.509 0.077
H -3.037 7.245 0.096
C -1.893 -0.949 1.826
H -1.407 1.433 1.409
O -3.064 -0.696 2.049
O 2.142 -2.417 0.670
H 4.636 1.955 0.369
C 2.551 2.037 -0.107
C -2.990 0.698 -3.690
H 2.284 1.421 0.748
C -1.253 -0.465 0.502
H -1.735 4.114 -2.514
C -1.806 4.529 -1.514
H 0.226 0.829 1.423
O 0.265 -4.625 0.025
H -0.127 0.017 -5.365
C -0.239 0.936 -3.432
C 1.910 -4.219 4.956
O 2.813 -2.240 -1.463
H 2.700 -3.776 5.552
Br 2.116 -0.029 3.278
H -1.778 -2.963 0.285
C 2.034 -2.005 -0.559
C 4.267 3.132 -1.392
H -0.900 -5.652 2.816
H -4.065 0.605 -3.779
H -2.841 6.287 -2.179
C -0.305 -3.825 -0.993
H -1.023 -4.459 -1.518
H 0.533 -1.178 -1.877
```

As for the energy relative to the best compared isomer or geometry (same formula, charge and spin): 2.1 kJ/mol. Its orbital gap is 0.305 Eh. Its total energy is -194112.927 eV. The charge is -1.

(3)
C30H29BrN7O4PtS | wB97M-V/def2-TZVPD

The geometry in XYZ format:
```
73
Properties=species:S:1:pos:R:3
C -0.308 -1.732 -2.812
C -1.542 0.128 -3.699
H 0.535 -1.794 7.563
N 1.476 4.299 -1.799
H 4.323 0.177 1.232
H -2.201 0.570 -4.433
C -2.276 0.703 2.677
C 0.251 1.725 2.794
C -2.329 -4.137 -4.366
H 1.538 5.275 -2.047
C 0.179 -3.092 -2.806
H -2.266 -3.873 -2.219
H -0.012 1.900 4.911
O 2.872 3.936 -3.460
C 4.736 2.985 2.059
O 1.550 -0.486 0.068
C 3.698 3.069 -4.283
N -0.950 -4.234 -4.583
C -0.454 1.578 3.979
N -0.257 1.389 1.605
N -0.219 0.427 -1.745
H 4.180 3.733 -4.990
H -3.277 0.303 2.582
H -4.729 -3.798 -2.008
C -0.362 -1.188 7.587
C 4.365 0.993 0.504
C -2.014 0.173 6.559
Pt 1.003 1.614 -0.318
C 2.216 3.383 -2.477
C -3.132 -4.322 -5.493
H 4.432 2.562 -3.664
O 2.244 2.185 -2.193
H 5.253 2.308 2.742
C 3.825 2.213 1.168
H 1.249 2.142 2.791
C -0.831 -0.585 6.446
C -1.046 0.911 -2.654
C 1.116 -1.311 -0.791
S -2.826 0.976 5.302
H -1.315 1.956 -2.567
Br -6.923 -4.000 -3.928
H 5.414 1.128 0.241
C -1.737 1.051 3.910
H 4.201 3.755 2.608
H -0.329 -0.723 5.500
H 3.068 2.348 -4.797
H -2.662 -4.513 -6.449
C -4.263 -3.915 -2.976
C -2.091 -0.383 8.894
H 1.510 -4.500 -1.900
C 0.159 -0.871 -1.809
C -4.505 -4.261 -5.369
C -1.490 0.882 1.550
H -0.239 4.193 -0.807
H -1.524 -1.792 -4.607
H -5.143 -4.393 -6.232
H -3.590 0.827 7.928
C -1.167 -1.188 -3.785
C 1.546 -2.658 -0.833
C -2.672 0.263 7.814
H 2.257 -2.992 -0.090
H 3.778 0.710 -0.365
C -2.893 -3.951 -3.098
H 1.102 4.328 0.155
O 2.654 2.584 1.022
N -0.076 -3.981 -3.781
H -2.547 -0.337 9.875
C 1.128 -3.489 -1.832
H -1.862 0.615 0.569
C -5.064 -4.057 -4.112
N 0.725 3.900 -0.687
H 5.514 3.448 1.446
N -0.972 -1.090 8.785
```

As for the energy relative to the best compared isomer or geometry (same formula, charge and spin): 15.6 kJ/mol. Its orbital gap (spin up / spin down) is 0.229 / 0.131 Eh. Its total energy is -134297.262 eV. Its spin multiplicity is 5. The charge is +3.

(4)
C30H29CuN7S | wB97M-V/def2-TZVPD

The geometry in XYZ format:
```
68
Properties=species:S:1:pos:R:3
H 0.052 -4.332 5.532
C 3.165 -2.723 -2.579
H 3.720 -3.282 -3.320
C -2.561 -2.702 -2.206
H -1.627 -0.227 3.157
H -0.561 1.835 2.721
H 4.904 -1.975 -1.559
C 2.971 1.435 4.877
H -3.206 -3.414 -2.703
H -4.169 -1.501 -1.446
C 1.107 -1.995 -1.626
C 1.988 -2.867 2.445
H 2.516 -2.469 1.592
N 2.215 1.836 2.650
Cu 0.331 -0.102 0.641
C -2.239 -0.760 -0.860
H -0.745 -3.677 -2.796
N 1.748 -1.289 -0.690
C 1.777 -2.725 -2.594
C -0.390 -1.931 -1.589
H -1.936 2.624 3.541
C 0.583 -3.927 4.682
H 2.115 -5.403 4.699
H 1.240 -3.270 -3.355
C -3.100 -1.636 -1.508
H 3.445 6.365 2.120
H -1.656 -2.036 4.897
C 2.431 -3.994 3.103
C -3.966 1.011 -0.439
C 3.753 -0.485 0.411
H -3.853 3.476 1.866
H 4.228 3.864 4.445
C 3.542 4.266 2.473
C -1.413 2.502 2.591
H 3.675 1.796 5.622
C -1.187 -2.850 -2.261
H 3.065 -0.287 1.233
C -0.878 -0.997 3.240
H 3.329 -4.490 2.764
S 1.226 2.092 0.187
N 2.785 3.770 1.468
C 2.118 2.570 1.518
C 1.736 -4.516 4.209
H -1.027 3.481 2.299
C -4.379 2.123 0.282
C 3.636 3.521 3.611
C 3.824 -1.998 -1.606
C 4.199 5.586 2.244
C 3.080 -1.284 -0.671
N -1.955 0.915 0.846
N -0.916 -0.930 -0.882
H -5.321 2.604 0.055
H 3.221 0.413 4.593
H 1.972 1.410 5.316
H 4.812 5.562 1.343
C -2.749 0.433 -0.114
N -0.943 -1.957 4.194
H 4.632 -1.012 0.782
C 0.822 -2.259 2.910
H 4.831 5.845 3.088
C 2.936 2.296 3.654
C -2.345 1.984 1.533
H 2.687 4.286 0.603
C 0.146 -2.791 4.006
H -4.567 0.625 -1.249
N 0.154 -1.122 2.450
C -3.565 2.612 1.283
H 4.081 0.479 0.017
```

As for the energy relative to the best compared isomer or geometry (same formula, charge and spin): 10.8 kJ/mol. Its orbital gap is 0.272 Eh. Its total energy is -97485.310 eV. The charge is +1.